1.
Below is 9 unconnected molecules or ions with the total composition H18O9 in a non-equilibrium geometry, with properties calculated with ωB97M-V/def2-TZVPD.

The value obtained for the LUMO energy is 0.495 eV. Its charge is 0. For the energy, the calculation gives -688.025067 hartree. As for the energy relative to the best compared isomer or geometry (same formula, charge and spin): 0.46 kcal/mol. The multiplicity is 1. For the gap between HOMO and LUMO, the calculation gives 0.42947 hartree. As for the SMILES: O.O.O.O.O.O.O.O.O. The value obtained for the HOMO energy is -11.191 eV.

Last column: natural (NBO) charge in e.
Geometry (Å):
O1 2.17 -1.58 0.04  -0.99
H1 1.53 -1.68 -0.69  0.51
H2 1.62 -1.71 0.84  0.51
O2 0.12 -1.37 -1.78  -1.02
H3 0.23 -0.37 -1.94  0.51
H4 0.02 -1.74 -2.67  0.49
O3 0.26 -1.23 1.96  -1.03
H5 0.40 -0.25 2.05  0.52
H6 0.03 -1.62 2.85  0.49
O4 2.54 0.97 -0.14  -1.01
H7 2.59 -0.03 -0.05  0.52
H8 3.44 1.29 -0.08  0.49
O5 0.66 1.37 1.93  -1.01
H9 -0.16 1.73 1.50  0.51
H10 1.37 1.41 1.22  0.51
O6 0.62 1.18 -1.98  -0.99
H11 1.44 1.18 -1.42  0.51
H12 -0.01 1.63 -1.40  0.50
O7 -1.26 2.01 0.02  -1.02
H13 -2.03 1.38 0.01  0.52
H14 -1.62 2.91 0.11  0.48
O8 -1.76 -1.88 0.10  -0.99
H15 -1.19 -1.80 -0.67  0.50
H16 -1.12 -1.74 0.82  0.50
O9 -3.27 0.28 0.04  -1.00
H17 -2.75 -0.58 0.06  0.51
H18 -3.88 0.23 -0.71  0.48

***

2.
Below is a molecular structure, H18O9 in a non-equilibrium geometry, with properties calculated with ωB97M-V/def2-TZVPD.

The value obtained for the LUMO energy is -0.328 eV. Its charge is 0. For the energy, the calculation gives -687.471630 hartree. As for the energy relative to the best compared isomer or geometry (same formula, charge and spin): 347.74 kcal/mol. The multiplicity is 1. For the gap between HOMO and LUMO, the calculation gives 0.29490 hartree. The value obtained for the HOMO energy is -8.353 eV.

Last column: natural (NBO) charge in e.
Geometry (Å):
O1 12.65 18.03 2.85  -1.00
H1 12.06 17.41 2.43  0.43
H2 13.52 17.69 2.66  0.46
O2 9.16 18.97 2.15  -1.00
H3 8.43 19.30 2.67  0.45
H4 9.26 18.06 2.43  0.46
O3 10.70 14.40 1.11  -0.88
H5 10.63 13.59 0.60  0.51
H6 11.00 15.05 0.48  0.48
O4 11.48 16.60 2.23  -0.93
H7 11.14 15.81 1.80  0.46
H8 10.71 17.00 2.64  0.50
O5 12.99 14.55 1.29  -0.99
H9 13.49 13.79 1.59  0.48
H10 12.08 14.31 1.45  0.45
O6 9.04 14.96 1.96  -0.89
H11 9.65 14.49 1.39  0.46
H12 9.36 14.79 2.85  0.46
O7 10.85 18.90 3.97  -0.98
H13 11.44 18.55 3.31  0.46
H14 10.64 19.78 3.66  0.47
O8 11.24 16.04 -0.19  -0.93
H15 11.98 16.15 0.40  0.52
H16 11.15 16.89 -0.62  0.54
O9 9.47 16.79 2.59  -0.91
H17 9.10 16.03 2.15  0.45
H18 9.31 16.63 3.52  0.47

***

3.
Below is 9 unconnected molecules or ions with the total composition H18O9 in a non-equilibrium geometry, with properties calculated with ωB97M-V/def2-TZVPD.

The value obtained for the LUMO energy is -0.040 eV. Its charge is 0. For the energy, the calculation gives -687.886002 hartree. As for the energy relative to the best compared isomer or geometry (same formula, charge and spin): 87.72 kcal/mol. The multiplicity is 1. For the gap between HOMO and LUMO, the calculation gives 0.37143 hartree. As for the SMILES: O.O.O.O.O.O.O.O.O. The value obtained for the HOMO energy is -10.147 eV.

Last column: natural (NBO) charge in e.
Geometry (Å):
O1 1.09 -0.37 -0.71  -0.94
H1 0.83 -0.30 -1.60  0.46
H2 0.22 -0.33 -0.32  0.46
O2 -1.21 -0.92 0.70  -0.94
H3 -1.47 -0.01 0.77  0.47
H4 -1.89 -1.28 0.06  0.49
O3 1.34 4.14 0.92  -0.95
H5 2.11 4.26 1.48  0.46
H6 1.35 3.14 0.79  0.49
O4 1.10 -0.30 -3.71  -0.94
H7 0.90 -1.26 -3.84  0.48
H8 0.43 0.23 -4.08  0.47
O5 -2.17 -1.30 -3.56  -0.92
H9 -1.22 -1.47 -3.62  0.46
H10 -2.16 -0.71 -4.39  0.46
O6 0.54 -0.43 3.48  -0.95
H11 0.03 -0.91 4.14  0.48
H12 1.44 -0.88 3.55  0.48
O7 -0.42 -4.09 -1.34  -0.94
H13 -0.66 -4.01 -0.41  0.47
H14 -1.12 -4.59 -1.75  0.47
O8 -1.18 3.32 3.06  -0.91
H15 -0.76 2.56 2.64  0.46
H16 -2.06 3.12 2.80  0.45
O9 1.75 1.01 1.33  -0.93
H17 0.91 0.59 1.58  0.47
H18 2.29 0.79 2.01  0.46

***

4.
Below is 9 unconnected molecules or ions with the total composition H18O9 in a non-equilibrium geometry, with properties calculated with ωB97M-V/def2-TZVPD.

The value obtained for the LUMO energy is -0.402 eV. Its charge is 0. For the energy, the calculation gives -687.837148 hartree. As for the energy relative to the best compared isomer or geometry (same formula, charge and spin): 118.38 kcal/mol. The multiplicity is 1. For the gap between HOMO and LUMO, the calculation gives 0.38790 hartree. As for the SMILES: O.O.O.O.O.O.O.O.O. The value obtained for the HOMO energy is -10.958 eV.

Last column: natural (NBO) charge in e.
Geometry (Å):
O1 -1.41 2.51 -1.50  -1.00
H1 -1.25 1.92 -0.82  0.50
H2 -0.89 2.57 -2.42  0.50
O2 -0.84 -1.60 1.82  -1.00
H3 -0.34 -1.49 2.57  0.50
H4 -1.64 -2.30 1.77  0.54
O3 -4.31 -0.73 1.06  -0.97
H5 -3.57 -0.34 0.58  0.49
H6 -4.99 -0.19 1.32  0.48
O4 1.02 2.06 2.01  -0.93
H7 0.62 1.68 2.67  0.43
H8 0.28 1.61 1.34  0.47
O5 1.58 -2.68 1.39  -0.96
H9 0.65 -2.61 1.37  0.47
H10 1.91 -2.12 0.59  0.47
O6 -0.23 0.41 -0.01  -1.00
H11 0.60 -0.06 0.05  0.50
H12 -0.66 -0.23 0.65  0.50
O7 -0.70 -1.08 -3.28  -0.96
H13 -0.12 -1.93 -3.17  0.47
H14 -0.55 -0.47 -2.50  0.49
O8 2.52 2.37 -1.46  -0.94
H15 1.84 2.51 -2.18  0.46
H16 2.16 1.60 -1.04  0.47
O9 2.39 -0.26 -0.39  -0.98
H17 3.02 -0.80 -0.94  0.50
H18 2.90 -0.32 0.54  0.51

***

5.
Below is 9 unconnected molecules or ions with the total composition H18O9, with properties calculated with ωB97M-V/def2-TZVPD.

The value obtained for the LUMO energy is -0.343 eV. Its charge is 0. For the energy, the calculation gives -687.900734 hartree. As for the energy relative to the best compared isomer or geometry (same formula, charge and spin): 78.48 kcal/mol. The multiplicity is 1. For the gap between HOMO and LUMO, the calculation gives 0.40284 hartree. As for the SMILES: O.O.O.O.O.O.O.O.O. The value obtained for the HOMO energy is -11.305 eV.

Last column: natural (NBO) charge in e.
Geometry (Å):
O1 0.01 -0.09 0.51  -0.94
H1 -0.81 -0.01 0.01  0.47
H2 0.64 0.44 0.02  0.47
O2 -0.85 4.18 -0.75  -0.92
H3 -0.12 3.60 -1.00  0.46
H4 -1.53 4.01 -1.42  0.46
O3 -3.56 2.86 -0.80  -0.92
H5 -2.79 2.77 -1.37  0.44
H6 -3.31 2.39 0.00  0.48
O4 -2.05 -1.81 2.11  -0.92
H7 -2.64 -2.48 1.76  0.45
H8 -1.28 -2.30 2.40  0.47
O5 4.38 0.50 -1.12  -0.95
H9 5.24 0.34 -0.70  0.47
H10 4.37 -0.13 -1.86  0.47
O6 2.33 1.55 4.55  -0.94
H11 1.59 1.11 4.99  0.47
H12 1.91 2.15 3.93  0.47
O7 -4.25 -2.95 -0.23  -0.92
H13 -3.40 -3.16 0.18  0.45
H14 -4.89 -3.42 0.31  0.47
O8 1.16 -0.61 -3.55  -0.93
H15 0.64 -0.09 -4.17  0.47
H16 0.56 -0.77 -2.81  0.46
O9 3.25 -2.57 -0.28  -0.94
H17 2.94 -3.48 -0.41  0.46
H18 2.45 -2.04 -0.31  0.47

***

6.
Below is 9 unconnected molecules or ions with the total composition H18O9 in a non-equilibrium geometry, with properties calculated with ωB97M-V/def2-TZVPD.

The value obtained for the LUMO energy is 0.086 eV. Its charge is 0. For the energy, the calculation gives -687.902933 hartree. As for the energy relative to the best compared isomer or geometry (same formula, charge and spin): 77.10 kcal/mol. The multiplicity is 1. For the gap between HOMO and LUMO, the calculation gives 0.39202 hartree. As for the SMILES: O.O.O.O.O.O.O.O.O. The value obtained for the HOMO energy is -10.581 eV.

Last column: natural (NBO) charge in e.
Geometry (Å):
O1 1.78 -1.04 2.13  -0.94
H1 2.24 -0.73 1.42  0.48
H2 0.90 -1.45 1.76  0.49
O2 0.36 -2.43 -1.55  -1.01
H3 -0.52 -2.38 -1.13  0.50
H4 0.35 -3.23 -2.11  0.47
O3 -1.23 0.29 -0.05  -1.01
H5 -0.50 0.25 -0.73  0.51
H6 -0.66 0.55 0.77  0.49
O4 -1.93 -2.14 -0.34  -0.93
H7 -2.17 -1.33 -0.04  0.50
H8 -2.69 -2.39 -0.85  0.47
O5 3.10 -2.14 -2.05  -0.96
H9 3.02 -2.93 -1.51  0.46
H10 2.17 -1.82 -1.92  0.49
O6 0.40 0.55 3.83  -0.98
H11 1.10 1.15 4.11  0.46
H12 0.99 -0.12 3.37  0.49
O7 -2.54 2.09 -2.72  -0.93
H13 -2.68 1.62 -1.96  0.47
H14 -2.35 3.02 -2.40  0.46
O8 -0.31 2.90 1.91  -0.95
H15 -0.15 3.94 1.88  0.47
H16 -1.24 2.87 2.22  0.48
O9 0.86 1.34 -1.26  -0.97
H17 1.29 1.58 -2.02  0.49
H18 0.39 1.97 -0.77  0.50

***

7.
Below is 9 unconnected molecules or ions with the total composition H18O9 in a non-equilibrium geometry, with properties calculated with ωB97M-V/def2-TZVPD.

The value obtained for the LUMO energy is 0.155 eV. Its charge is 0. For the energy, the calculation gives -687.871728 hartree. As for the energy relative to the best compared isomer or geometry (same formula, charge and spin): 96.68 kcal/mol. The multiplicity is 1. For the gap between HOMO and LUMO, the calculation gives 0.39213 hartree. As for the SMILES: O.O.O.O.O.O.O.O.O. The value obtained for the HOMO energy is -10.516 eV.

Last column: natural (NBO) charge in e.
Geometry (Å):
O1 -0.71 -0.47 -0.40  -0.92
H1 -1.42 0.02 -0.12  0.46
H2 -1.10 -1.35 -0.55  0.45
O2 2.73 2.24 1.18  -0.97
H3 2.76 3.07 0.61  0.48
H4 2.01 2.19 1.78  0.48
O3 -0.33 -4.10 -0.46  -0.92
H5 -1.04 -3.49 -0.37  0.45
H6 -0.50 -4.63 0.37  0.47
O4 0.58 3.64 0.77  -0.93
H7 0.50 3.91 -0.13  0.46
H8 0.26 4.52 1.09  0.46
O5 -2.19 -1.62 3.29  -0.93
H9 -1.47 -1.82 3.92  0.47
H10 -2.82 -1.24 3.90  0.46
O6 3.45 -2.19 0.23  -0.93
H11 3.21 -1.52 0.94  0.47
H12 4.23 -2.55 0.68  0.46
O7 4.13 -0.36 -2.09  -0.94
H13 4.26 0.22 -2.77  0.46
H14 3.22 -0.76 -2.12  0.48
O8 -4.46 -0.27 -2.03  -0.93
H15 -3.62 0.14 -1.74  0.46
H16 -4.27 -0.88 -2.67  0.47
O9 -2.35 2.59 -0.78  -0.94
H17 -1.82 2.38 -1.55  0.47
H18 -3.25 2.31 -0.99  0.47

***

8.
Below is 9 unconnected molecules or ions with the total composition H18O9 in a non-equilibrium geometry, with properties calculated with ωB97M-V/def2-TZVPD.

The value obtained for the LUMO energy is -0.720 eV. Its charge is 0. For the energy, the calculation gives -687.930000 hartree. As for the energy relative to the best compared isomer or geometry (same formula, charge and spin): 60.11 kcal/mol. The multiplicity is 1. For the gap between HOMO and LUMO, the calculation gives 0.35915 hartree. As for the SMILES: O.O.O.O.O.O.O.O.O. The value obtained for the HOMO energy is -10.493 eV.

Last column: natural (NBO) charge in e.
Geometry (Å):
O1 0.89 0.91 -1.80  -0.95
H1 1.25 0.13 -2.23  0.49
H2 1.60 1.17 -1.24  0.50
O2 -0.20 -3.34 3.44  -0.97
H3 -0.37 -2.73 2.69  0.49
H4 -0.62 -4.19 3.35  0.47
O3 2.50 0.66 0.55  -0.96
H5 2.32 -0.07 1.19  0.49
H6 3.41 0.89 0.67  0.49
O4 -0.71 2.97 -2.43  -0.94
H7 -0.14 2.27 -2.33  0.48
H8 -1.08 2.95 -3.32  0.46
O5 0.75 2.72 1.34  -0.97
H9 1.40 2.00 1.21  0.47
H10 -0.09 2.25 1.27  0.48
O6 -0.61 0.34 0.52  -1.00
H11 -0.12 0.58 -0.28  0.50
H12 -0.08 -0.41 0.87  0.48
O7 -2.32 0.67 -2.14  -0.96
H13 -1.96 1.50 -2.40  0.46
H14 -2.32 0.71 -1.18  0.47
O8 -2.17 -1.79 -0.41  -0.96
H15 -2.14 -2.60 0.17  0.45
H16 -1.63 -1.12 0.05  0.48
O9 0.60 -2.00 1.10  -0.95
H17 0.28 -2.42 0.29  0.50
H18 1.55 -2.08 1.05  0.48